DFT (ωB97M-V with the def2-TZVPD basis set) results for a molecular structure, C34H64As2FN5O7Si4V in a non-equilibrium geometry.

Values from the calculation:
<S²>: 3.774
HOMO (spin up / spin down): -7.3 / -7.0 eV
DFT total energy: -8807.91702 a.u.

```
! wB97M-V def2-TZVPD RIJCOSX def2/J DEFGRID3
* xyz 0 4
C 1.011 3.647 1.030
H -0.811 2.867 -2.607
C -2.623 6.931 1.721
N -0.507 5.151 2.349
H 2.128 -5.754 -2.096
C 0.278 -3.982 4.757
C -2.775 -2.880 1.759
O -0.756 0.836 -2.192
H -1.839 0.830 2.383
H 2.363 -4.145 -4.382
C -1.987 -3.028 -4.364
H 1.426 4.595 2.916
H -1.406 -0.285 -3.747
C -2.328 -0.129 2.533
F -0.948 8.421 0.900
H 4.258 -1.227 -3.611
H -3.011 4.103 -2.877
C -0.507 -3.455 3.744
H 0.523 -0.411 -5.069
C -1.831 0.428 -3.037
H 3.571 -2.538 0.207
H 2.234 0.017 -5.081
O 0.716 4.346 0.039
C -4.674 0.192 -3.867
Si 1.607 -3.914 -0.495
As -1.321 -1.586 1.684
C 0.879 -1.482 3.658
H -6.128 -0.558 -1.916
H 3.569 1.151 2.520
C 2.689 -2.948 0.708
C 3.207 0.228 2.976
H -0.059 1.536 4.711
H 0.068 2.399 -1.131
C 0.999 1.325 4.556
H -0.104 -6.063 -2.588
O -2.057 1.328 0.000
H 0.037 -4.951 5.176
H 0.269 -5.367 -4.163
C -0.814 2.203 -1.744
H -2.709 -2.255 -4.079
H -3.928 0.773 -4.398
H 2.128 -2.110 1.131
H 2.806 1.340 0.026
H -1.817 4.785 -1.733
H -1.235 -2.563 -5.008
H 1.074 -3.401 -5.327
H -2.478 -3.865 1.404
Si 1.855 -1.866 -3.507
H 0.769 6.582 1.518
H 1.383 0.763 5.408
H -5.559 0.810 -3.723
C 2.024 -3.204 -4.824
H -3.712 5.406 2.552
H 0.193 3.324 3.000
H -1.353 -4.031 3.393
H 3.293 -5.725 -0.765
H -1.316 -6.100 -3.875
H -4.260 4.047 0.441
H -0.203 -4.370 1.147
H 2.515 -1.478 5.047
H -2.413 -5.113 -1.052
O -2.082 3.658 3.090
H 3.425 -4.565 -2.091
C -0.219 -2.210 3.184
C 3.583 -1.564 -2.819
O -3.588 7.610 1.446
O 1.626 2.563 1.062
H 1.025 -5.636 1.219
C -4.147 3.123 -0.124
H 4.005 -2.468 -2.378
C -2.007 2.260 -0.816
C 1.405 -0.282 -4.434
N -4.181 -0.259 -2.574
C 1.371 -3.269 5.223
N -2.957 3.187 -0.959
H -3.311 -0.080 2.064
H 2.752 -2.906 -5.585
H -4.943 -0.665 -4.488
H -3.540 -4.564 -2.297
C -0.263 6.361 1.745
H 1.999 -3.679 6.004
C 1.124 0.149 -0.161
C -5.135 -0.955 -1.715
H -3.533 5.098 -1.517
H 1.210 0.534 -3.736
H 1.542 2.265 4.468
H -3.563 -2.502 1.109
C -1.231 7.237 1.464
H -5.034 2.989 -0.749
C 0.561 4.158 2.413
H -5.126 -2.030 -1.904
H 3.571 0.179 4.002
C 0.457 -4.994 0.539
H -2.935 -3.429 -1.075
H -2.444 -0.324 3.599
N -2.765 5.689 2.342
C 2.718 -5.098 -1.453
H 3.023 -3.575 1.539
H -2.217 1.290 -3.577
H -4.056 2.288 0.565
C -2.809 4.351 -1.832
C -2.663 -4.275 -1.709
As 1.252 0.294 2.903
H -0.171 -5.629 -0.090
H -4.876 -0.779 -0.674
H 3.581 -0.630 2.417
C -2.897 -0.305 -2.230
O -2.528 -0.952 -1.237
Si -1.207 -3.845 -2.835
H -2.525 -3.769 -4.962
H -3.150 -2.941 2.779
N 2.149 0.680 -0.355
Si 0.348 -2.437 -1.797
V -0.680 -0.537 -0.505
H 3.561 -0.798 -2.041
C -0.523 -5.497 -3.423
C -1.795 4.743 2.625
C 1.656 -2.027 4.677
*
```